1.
Computed, not measured: a cluster of 2 separate species, C6H6NO3S in total, with ωB97M-V/def2-TZVPD.

The geometry in XYZ format:
```
17
Properties=species:S:1:pos:R:3
C -0.7800 1.8397 0.5829
C -0.1288 1.1742 1.5981
C -1.7206 1.5384 -0.4528
C 0.2363 -0.1881 1.7742
C -1.9364 0.3995 -1.1457
C 0.7230 -2.1060 0.2241
N 0.6397 -1.1505 1.0045
O 1.1155 -0.2463 -1.7178
O -2.2289 -0.5240 -1.7607
O 2.9328 -1.7078 -2.4660
S 2.1802 -0.5083 -2.6877
H -0.8035 2.9516 0.7840
H -0.0213 1.7081 2.5219
H -2.0014 2.5580 -1.0167
H 0.3519 -0.4744 2.8388
H -0.1603 -2.7626 0.1127
H 1.6018 -2.5014 -0.1937
```

Calculated values
max |F| = 0.0609 Eh/bohr
HOMO energy (spin up / spin down) = -0.4703 / -0.4703 Eh
total charge = +1
HOMO-LUMO gap (spin up / spin down) = 7.89 / 7.89 eV
M = 172.19 g mol⁻¹

2.
Computed, not measured: a structure of composition C6H6O, with ωB97M-V/def2-TZVPD.

The geometry in XYZ format:
```
13
Properties=species:S:1:pos:R:3
C -0.2845 1.3298 -2.3887
C -0.0959 0.7351 -1.3583
C 0.1222 0.0315 -0.1315
C -0.1871 -1.4396 0.0670
C -0.8463 -0.4315 0.9350
O 0.0039 -0.0347 1.9979
C 0.9512 0.5120 1.0556
H -0.4574 1.8540 -3.3015
H 0.5720 -2.0934 0.4897
H -0.8063 -1.8695 -0.7152
H -1.9151 -0.2772 1.0440
H 0.9917 1.6029 1.1362
H 1.9517 0.0806 1.1698
```

Calculated values
max |F| = 0.0080 Eh/bohr
HOMO energy = -0.3395 Eh
HOMO-LUMO gap = 10.28 eV
M = 94.11 g mol⁻¹

3.
Computed, not measured: an isolated molecule of C6H6O, with ωB97M-V/def2-TZVPD.

The geometry in XYZ format:
```
13
Properties=species:S:1:pos:R:3
C 2.1744 0.8417 0.8500
C 0.3398 -1.3199 -0.1271
C 1.5830 1.1952 -0.3067
C -0.4999 -0.3879 -0.1111
C 2.2924 -0.0930 -0.3618
C -1.6655 0.5029 -0.1178
O 1.7031 -1.4181 -0.0633
H 2.5866 1.0805 1.7936
H 0.1463 -2.4292 0.0913
H 3.0650 -0.2739 -1.1276
H -1.5167 0.9452 -1.1628
H -1.5821 1.1929 0.6841
H -2.5044 -0.0484 0.0754
```

Calculated values
max |F| = 0.1014 Eh/bohr
HOMO energy (spin up / spin down) = -0.3128 / -0.2849 Eh
HOMO-LUMO gap (spin up / spin down) = 8.24 / 6.43 eV
M = 94.11 g mol⁻¹

4.
Computed, not measured: an isolated molecule of C6H6O, with ωB97M-V/def2-TZVPD.

The geometry in XYZ format:
```
13
Properties=species:S:1:pos:R:3
C -0.0868 -1.0952 1.9965
C 0.5841 -0.9425 1.0096
C 1.2910 -0.5978 -0.2117
C 0.3535 0.8366 -0.8942
O 0.4532 2.0762 -0.2216
C -1.0345 0.3793 -0.8852
C -2.1472 -0.0715 -0.8298
H -0.5573 -1.3978 2.8998
H 2.3464 -0.4346 0.0924
H 1.3321 -1.5409 -0.8172
H 0.5953 1.1178 -1.9361
H 0.0420 2.0127 0.6546
H -3.1775 -0.3377 -0.8562
```

Calculated values
max |F| = 0.0263 Eh/bohr
HOMO energy = -0.3599 Eh
HOMO-LUMO gap = 10.75 eV
M = 94.11 g mol⁻¹

5.
Computed, not measured: an isolated molecule of C6H6O, with ωB97M-V/def2-TZVPD.

The geometry in XYZ format:
```
13
Properties=species:S:1:pos:R:3
C 2.3086 0.8402 0.3671
C 1.2609 0.8839 -0.2262
C -0.0637 0.9125 -0.8524
C -1.0804 0.1176 -0.0050
O -1.1341 0.6180 1.3104
C -0.7978 -1.3307 -0.0144
C -0.5814 -2.5139 0.0279
H 3.2489 0.8017 0.8720
H -0.4180 1.9480 -0.9119
H -0.0176 0.5138 -1.8721
H -2.0771 0.2819 -0.4302
H -0.2498 0.4922 1.6896
H -0.3984 -3.5654 0.0452
```

Calculated values
max |F| = 0.0106 Eh/bohr
HOMO energy = -0.3755 Eh
HOMO-LUMO gap = 11.16 eV
M = 94.11 g mol⁻¹

6.
Computed, not measured: a structure of composition C6H6O, with ωB97M-V/def2-TZVPD.

The geometry in XYZ format:
```
13
Properties=species:S:1:pos:R:3
C -0.5579 1.1311 2.4332
C -0.3430 0.6400 1.3514
C -0.1315 0.0634 0.0515
C -0.3423 -1.3992 -0.2651
C 0.9750 -0.7923 -0.5285
O 1.0087 -0.1033 -1.7608
C 0.0221 0.8241 -1.2549
H -0.7075 1.5486 3.4077
H -0.9835 -1.6456 -1.1047
H -0.3990 -2.0391 0.6065
H 1.8576 -0.9084 0.0571
H 0.4782 1.8075 -1.1234
H -0.8769 0.8731 -1.8700
```

Calculated values
max |F| = 0.0204 Eh/bohr
HOMO energy = -0.3367 Eh
HOMO-LUMO gap = 10.20 eV
M = 94.11 g mol⁻¹

7.
Computed, not measured: a structure of composition C6H6O, with ωB97M-V/def2-TZVPD.

The geometry in XYZ format:
```
13
Properties=species:S:1:pos:R:3
O 2.2646 -1.1656 -0.3155
C 1.6435 -0.0473 0.2454
C 0.3934 0.3124 -0.5598
C -0.6164 -0.8714 -0.4407
C -1.8280 -0.4254 0.0485
C -0.6036 1.0957 0.0621
C -1.8861 1.0437 0.3357
H 1.5578 -1.8240 -0.4222
H 1.3545 -0.2079 1.2959
H 2.3519 0.7835 0.2047
H 0.6016 0.6075 -1.5854
H -2.6084 -1.0765 0.4072
H -2.6249 1.7754 0.7241
```

Calculated values
max |F| = 0.0267 Eh/bohr
HOMO energy (spin up / spin down) = -0.3120 / -0.3119 Eh
HOMO-LUMO gap (spin up / spin down) = 8.03 / 8.02 eV
M = 94.11 g mol⁻¹

8.
Computed, not measured: an isolated molecule of C6H6O, with ωB97M-V/def2-TZVPD.

The geometry in XYZ format:
```
13
Properties=species:S:1:pos:R:3
C 0.0461 1.1772 0.2789
C 1.2907 0.6353 0.3769
C 1.5099 -0.6292 -0.0644
C 0.3526 -1.4134 -0.1299
O -0.6280 -1.1518 0.8822
C -1.5167 -0.4354 0.1370
C -1.2981 0.8009 -0.1471
H 0.1168 2.4401 0.2793
H 1.9971 1.5273 0.6653
H 2.3742 -0.8373 -0.6715
H 0.2014 -2.4789 -0.5529
H -2.3267 -1.0823 -0.4317
H -2.1193 1.4475 -0.6220
```

Calculated values
max |F| = 0.1395 Eh/bohr
HOMO energy = -0.3155 Eh
HOMO-LUMO gap = 9.30 eV
M = 94.11 g mol⁻¹

9.
Computed, not measured: an isolated molecule of C6H6O, with ωB97M-V/def2-TZVPD.

The geometry in XYZ format:
```
13
Properties=species:S:1:pos:R:3
C 1.2247 1.0433 -1.0088
C 0.4858 1.6045 -0.2225
C -0.6517 1.2832 0.6280
C -0.6116 -0.3444 0.6150
O 0.0642 -0.8935 1.7212
C -0.0020 -0.8526 -0.6252
C 0.0954 -1.7857 -1.3815
H 1.9484 0.7644 -1.7286
H -0.5577 1.6416 1.6598
H -1.5779 1.7069 0.2050
H -1.6077 -0.8017 0.6245
H 1.0135 -0.7746 1.5747
H 0.1764 -2.5915 -2.0616
```

Calculated values
max |F| = 0.0351 Eh/bohr
HOMO energy = -0.3375 Eh
HOMO-LUMO gap = 9.95 eV
M = 94.11 g mol⁻¹

10.
Computed, not measured: an isolated molecule of C6H6O2, with ωB97M-V/def2-TZVPD.

The geometry in XYZ format:
```
14
Properties=species:S:1:pos:R:3
O -1.8815 -0.3484 0.8718
C -0.7315 -0.5180 0.5556
C 0.2285 -1.5400 0.9149
C 1.3788 -1.2372 0.3047
O 1.3790 -0.1324 -0.4421
C 0.0874 0.3925 -0.3262
C -0.0149 1.8906 -0.2335
C -0.4728 1.1618 -1.4658
H 0.0594 -2.3979 1.5565
H 2.3420 -1.7428 0.3345
H -0.7519 2.2963 0.4475
H 0.9278 2.4545 -0.2640
H 0.1295 1.2852 -2.3699
H -1.5393 1.0540 -1.6398
```

Calculated values
max |F| = 0.0192 Eh/bohr
HOMO energy = -0.3463 Eh
HOMO-LUMO gap = 10.21 eV
M = 110.11 g mol⁻¹

11.
Computed, not measured: a structure of composition C6H6O2, with ωB97M-V/def2-TZVPD.

The geometry in XYZ format:
```
14
Properties=species:S:1:pos:R:3
C -0.5987 1.5695 0.2844
C 0.0366 0.2425 0.2411
C -0.5914 -0.8467 -0.6076
C 0.2068 -0.2737 -1.7141
C 0.5222 -0.4133 1.5563
C 1.1007 -0.9196 2.4751
H 0.0354 2.5510 0.2594
H -0.0088 -1.9413 -0.1759
H -1.7966 -0.6257 -0.4366
H 0.7019 -1.1529 -2.1801
H 0.0672 0.3615 -2.6566
H 1.1992 -0.9581 3.6857
O -1.8338 1.7947 -0.0449
O 0.9591 0.6120 -0.6863
```

Calculated values
max |F| = 0.1515 Eh/bohr
HOMO energy = -0.3677 Eh
HOMO-LUMO gap = 10.63 eV
M = 110.11 g mol⁻¹

12.
Computed, not measured: a structure of composition C6H6O2Sn, with ωB97M-V/def2-TZVPD.

The geometry in XYZ format:
```
15
Properties=species:S:1:pos:R:3
Sn 1.4638 1.4764 -4.3924
C 1.1360 0.3820 0.5416
C 0.5331 -0.4311 1.4537
C -0.7539 -0.8983 1.2278
C -1.4133 -0.5451 0.1001
C -0.7748 0.3406 -0.8583
C 0.5166 0.7542 -0.6357
O 1.2623 1.5338 -1.4532
O -1.3192 -1.8338 2.0077
H 2.1437 0.7195 0.7344
H 1.0447 -0.8695 2.2978
H -2.4250 -0.9095 -0.0005
H -1.3185 0.6204 -1.7486
H 2.1712 1.5698 -1.1463
H -2.2666 -1.9091 1.8720
```

Calculated values
max |F| = 0.0832 Eh/bohr
HOMO energy = -0.5559 Eh
total charge = +2
HOMO-LUMO gap = 3.19 eV
M = 228.82 g mol⁻¹

13.
Computed, not measured: a structure of composition C6H6O5SSc, with ωB97M-V/def2-TZVPD.

The geometry in XYZ format:
```
19
Properties=species:S:1:pos:R:3
O 0.4901 -3.0548 -1.6900
C 0.5190 -1.8934 -1.7397
Sc 0.5429 0.2681 -1.3915
O -2.3843 0.2089 -3.3312
C -1.3732 0.2288 -2.7934
C 2.3265 0.2606 -2.7606
O 3.3117 0.2662 -3.3387
C 0.4482 2.3708 -1.6540
O 0.4252 3.5400 -1.7006
C -1.0035 1.0683 2.1048
S 0.3706 0.1026 1.5775
C 0.1415 -1.4541 2.3652
O -0.3460 -0.4199 0.2589
H -0.8310 1.2313 3.1727
H -1.8889 0.4609 1.8862
H -1.0318 2.0112 1.5344
H -0.8940 -1.7398 2.1486
H 0.8383 -2.1883 1.9301
H 0.3387 -1.2674 3.4213
```

Calculated values
max |F| = 0.2064 Eh/bohr
HOMO energy = -0.8503 Eh
total charge = +3
HOMO-LUMO gap = 7.86 eV
M = 235.13 g mol⁻¹

14.
Computed, not measured: an isolated molecule of C6H6O6, with ωB97M-V/def2-TZVPD.

The geometry in XYZ format:
```
18
Properties=species:S:1:pos:R:3
O -3.2626 -0.2028 0.7047
C -2.4028 -0.6732 0.0133
O -2.5913 -1.0843 -1.2390
C -1.0143 -0.9673 0.4883
C -0.0535 -0.0453 0.5019
C 1.3360 -0.2917 0.9990
C 2.3267 -0.4793 -0.1368
O 3.3666 -1.0667 -0.0360
O 1.9211 0.0957 -1.2705
C -0.3722 1.2995 -0.0509
O -1.3391 1.5332 -0.7293
O 0.5153 2.2367 0.2914
H -3.4824 -0.8451 -1.5403
H -0.8521 -1.9676 0.8630
H 1.3836 -1.1736 1.6377
H 1.6806 0.5737 1.5711
H 2.5792 -0.0313 -1.9727
H 0.2614 3.0893 -0.0951
```

Calculated values
max |F| = 0.0137 Eh/bohr
HOMO energy = -0.3748 Eh
HOMO-LUMO gap = 10.44 eV
M = 174.11 g mol⁻¹

15.
Computed, not measured: an isolated molecule of C6H6OS, with ωB97M-V/def2-TZVPD.

The geometry in XYZ format:
```
14
Properties=species:S:1:pos:R:3
S -3.2890 0.2023 -0.0880
C -1.9748 -0.5512 -0.5038
C -0.6472 -0.1515 -0.3370
C 0.0362 1.3336 -0.3263
C 1.3191 1.0072 -0.3655
C 1.3928 -0.5308 -0.1555
C 0.2282 -0.6321 0.9716
O 0.3104 -0.9200 -1.0968
H -2.0140 -1.5566 -0.7934
H -0.2856 2.4362 -0.3820
H 1.9657 1.9823 0.0204
H 2.3321 -1.1391 -0.1861
H 0.1072 -1.5702 1.4476
H 0.5188 0.0901 1.7948
```

Calculated values
max |F| = 0.1183 Eh/bohr
HOMO energy = -0.3307 Eh
HOMO-LUMO gap = 8.43 eV
M = 126.18 g mol⁻¹